No. 1
The following is a quantum chemistry calculation of a 6-piece molecular cluster, C15H27Cl15FNO7PS2 overall at a distorted geometry, from OMol25.

Element x y z (Å)
C 5.99575 -0.11884 -0.80819
C 4.51797 -0.52862 -0.92672
C 3.58620 0.42642 -0.12957
F 4.20599 1.64777 -0.04252
C 2.17835 0.52418 -0.76322
C 1.51938 1.93664 -0.78897
O 0.15363 1.97197 -0.38420
C -0.70892 0.99505 -0.92097
C -1.86087 0.83026 0.09343
C -3.23753 0.40667 -0.43929
C -3.35050 -1.08974 -0.82711
S -3.05217 -2.15605 0.59646
O -4.00698 -3.24397 0.61740
O -1.66184 -2.60054 0.62911
O -3.32636 -1.22046 1.86119
P -1.31391 1.60560 -2.56575
O -2.12644 2.81869 -2.35443
O -0.09115 1.89599 -3.59271
O -2.17724 0.42542 -3.27751
C -0.01140 -0.39631 -1.08933
N 1.17288 -0.40570 -0.16425
S 1.67389 -2.11393 -0.01648
H 6.27975 0.60361 -1.57051
H 6.22593 0.26424 0.18426
H 6.63445 -0.99102 -0.95519
H 4.20463 -0.59874 -1.96974
H 4.42867 -1.52016 -0.48323
H 3.48898 -0.01733 0.87025
H 2.28527 0.20786 -1.80209
H 2.02097 2.64698 -0.13132
H 1.67590 2.33840 -1.79284
H -1.51308 0.16646 0.88897
H -1.98955 1.80887 0.55993
H -3.61398 1.02925 -1.24743
H -3.93613 0.55172 0.38770
H -2.66318 -1.37180 -1.61912
H -4.37607 -1.31073 -1.11845
H -2.97275 -1.63271 2.66620
H 0.02356 2.85963 -3.60586
H -2.06772 0.47677 -4.23883
H 0.32189 -0.58143 -2.11091
H -0.63968 -1.22956 -0.77930
H 0.86694 -0.08517 0.75905
H 2.12761 -2.17436 1.25879
C 2.04970 -5.94645 1.10821
Cl 2.02479 -7.51932 0.32557
Cl 3.26050 -4.89149 0.34530
Cl 0.45755 -5.18721 1.06957
H 2.33424 -6.08332 2.14322
C -6.68041 -1.70001 2.23202
Cl -8.00829 -2.67058 2.86061
Cl -7.22989 -0.64565 0.92316
Cl -5.93014 -0.74995 3.52067
H -5.93093 -2.37024 1.82687
C -4.30710 -0.98241 7.47483
Cl -4.07929 -0.33404 9.09555
Cl -4.53571 0.31943 6.30334
Cl -2.94256 -2.00461 7.00797
H -5.19972 -1.59401 7.47530
C 2.63243 1.99620 -5.60942
Cl 3.17733 0.71016 -6.68086
Cl 3.37371 1.82407 -4.00661
Cl 2.99052 3.58127 -6.28448
H 1.56107 1.90806 -5.49161
C 3.23999 5.93659 1.01963
Cl 1.54155 6.09131 1.47020
Cl 4.29249 6.31865 2.37720
Cl 3.57258 4.30435 0.41547
H 3.44445 6.63801 0.22156

Properties
**Multiplicity**: 1
**Energy**: -9309.441803 Ha
**Charge**: +1
**HOMO energy**: -12.77 eV

No. 2
The following is a quantum chemistry calculation of C15H27Cl18N5O15V as an isolated structure at a distorted geometry, from OMol25.

Element x y z (Å)
O 0.54565 -0.00611 -2.21072
V -0.84755 0.08320 -1.49670
C -4.05416 2.44753 -1.70859
C -2.94853 1.55312 -1.35521
O -1.84236 1.73102 -1.95791
O -3.15027 0.56860 -0.62338
H -3.64288 3.46476 -1.83245
H -4.90264 2.29011 -1.06061
H -4.37331 2.07318 -2.70569
C -0.35363 -1.35457 2.14559
C -0.57076 -0.80721 0.80108
O -0.70808 -1.53487 -0.25248
O -0.70859 0.43257 0.55192
H 0.46387 -0.69811 2.55619
H -0.03070 -2.41541 2.11001
H -1.27164 -1.34947 2.72306
C -3.86967 4.01392 1.89200
Cl -4.62342 5.35597 1.10983
Cl -3.78685 4.26260 3.69614
Cl -2.14907 3.75154 1.35736
H -4.35335 3.05974 1.64110
C 4.73573 0.25665 -1.24600
Cl 3.81683 -1.06560 -0.54717
Cl 6.41415 -0.08022 -1.49588
Cl 4.47896 1.77026 -0.31140
H 4.32261 0.41467 -2.22152
C -5.10522 -1.02776 0.92022
Cl -6.20095 -1.38189 -0.49297
Cl -4.55736 -2.50432 1.72336
Cl -5.81987 0.00992 2.08763
H -4.23334 -0.46658 0.50959
C 0.12580 -4.76715 -0.72300
Cl 0.26566 -5.39793 0.88968
Cl -0.55094 -5.98812 -1.84500
Cl 1.73824 -4.33460 -1.27407
H -0.49817 -3.88034 -0.71901
C 1.40922 -1.98473 -5.30602
Cl 3.05886 -2.07640 -4.85286
Cl 0.54819 -3.49589 -4.87595
Cl 1.21345 -1.77797 -7.05627
H 0.89835 -1.18449 -4.84406
C -1.91448 2.01733 5.67958
Cl -3.40858 1.18337 5.26119
Cl -0.51758 0.94613 5.35940
Cl -2.01095 2.61639 7.34651
H -1.87694 2.94164 5.07790
C 4.61682 -3.67889 2.28531
N 3.33109 -3.40303 2.91128
O 2.98642 -4.18873 3.75462
O 2.62685 -2.44302 2.53226
H 4.42857 -4.13765 1.30795
H 5.16941 -4.34332 2.95641
H 5.23588 -2.78557 2.20135
C -3.38136 -1.75770 -4.58070
N -2.45916 -1.80296 -3.43862
O -2.28714 -0.71674 -2.91044
O -1.92691 -2.84666 -3.11214
H -4.18521 -1.15929 -4.22284
H -3.68265 -2.78871 -4.79947
H -2.80659 -1.35046 -5.42969
C 3.11822 0.34661 4.03176
N 4.17670 -0.53489 4.64015
O 5.20021 -0.59831 3.99412
O 4.01210 -1.03425 5.70357
H 3.56728 1.35122 3.86388
H 2.39949 0.41944 4.80930
H 2.76080 -0.09055 3.06377
C 0.89808 2.75054 -3.52628
N 1.68883 1.78307 -4.39910
O 2.90934 1.75972 -4.29359
O 1.09701 1.07302 -5.19966
H 1.44334 3.69312 -3.65749
H 0.94771 2.38557 -2.52177
H -0.11367 2.72465 -3.92179
C 1.05545 2.98827 0.38581
N 1.58169 3.92258 1.36010
O 0.80695 4.39818 2.13358
O 2.74063 4.09286 1.32495
H 1.89129 2.57356 -0.19759
H 0.45753 3.61371 -0.27619
H 0.54126 2.12010 0.80275

Properties
**Multiplicity**: 2
**Energy**: -11217.224593 Ha
**HOMO energy (alpha / beta)**: -10.90 / -10.90 eV

No. 3
The following is a quantum chemistry calculation of a 2-piece molecular cluster, C15H27ClFN2O4 overall at a distorted geometry, from OMol25.

Element x y z (Å)
C 4.64364 0.18036 -0.76336
C 3.84523 -0.52662 -1.83425
O 3.02827 -1.54380 -1.31121
C 2.10376 -1.90436 -2.26077
C 1.07110 -2.79517 -1.81630
C 1.06876 -3.19211 -0.39894
C -0.04491 -3.16327 -2.64185
O -0.96830 -3.81529 -2.15794
O -0.04212 -2.75070 -3.94777
C -1.26529 -3.03183 -4.57491
C -1.20397 -2.75919 -6.06589
O 2.14483 -1.45533 -3.40339
H 5.27632 0.96471 -1.17918
H 3.97981 0.63664 -0.02991
H 5.27829 -0.52236 -0.22575
H 3.17149 0.16961 -2.35452
H 4.47957 -0.98757 -2.60330
H 0.35077 -3.99369 -0.22580
H 2.05581 -3.53711 -0.09075
H 0.79734 -2.34197 0.22826
H -1.51197 -4.07820 -4.35324
H -2.01909 -2.41025 -4.07484
H -2.17900 -2.86257 -6.54668
H -0.83964 -1.74743 -6.25075
H -0.51021 -3.44369 -6.55651
Cl -0.92515 3.75533 5.53344
C -2.08639 3.64897 4.23258
N -1.62778 2.64666 3.20326
C -0.27150 3.06989 2.64055
C 0.22156 2.04753 1.61592
N -0.79331 0.92503 1.48507
F -0.33702 -0.00290 0.57455
C -2.12065 1.50009 1.02152
C -2.62211 2.52498 2.04240
C -0.97940 0.25119 2.83327
C -1.47129 1.27435 3.85685
H -3.04849 3.35480 4.64670
H -2.19681 4.63298 3.78188
H -0.36817 4.06709 2.20199
H 0.42799 3.16447 3.47518
H 0.36227 2.49500 0.63027
H 1.18051 1.60928 1.89998
H -1.97317 1.94133 0.03375
H -2.82140 0.67341 0.88894
H -3.59756 2.23745 2.44453
H -2.74922 3.50984 1.58431
H -1.68661 -0.57065 2.70694
H -0.02729 -0.19740 3.12423
H -0.76920 1.37221 4.68890
H -2.43030 0.98028 4.29251

Properties
**Multiplicity**: 1
**Energy**: -1557.748168 Ha
**ΔE to the lowest compared entry with this formula, charge and spin**: 158.6 kcal/mol
**Charge**: +1
**HOMO energy**: -6.80 eV